[1]
138
Properties=species:S:1:pos:R:3:mulliken_charge:R:1 method="wB97M-V/def2-TZVPD" max_force_ev_per_a=4.10 orbital_gap_ev=5.61 de_lowest_kcal_mol=36.7 e_lumo_ev=-0.4 spin_multiplicity=1
Ti -1.32 -0.39 -0.71 -2.238
C 1.08 3.25 5.47 -1.764
C -0.35 2.85 5.07 2.095
C -1.11 4.11 4.67 -2.202
C -1.08 2.21 6.26 -1.736
C -0.29 1.84 3.92 -0.226
C -0.83 2.11 2.69 -0.747
C -0.81 1.12 1.70 -0.493
N -1.38 1.19 0.49 0.981
C -1.91 2.27 -0.13 0.418
C -1.57 3.61 0.06 -0.515
C -2.29 4.59 -0.60 -0.819
C -3.34 4.18 -1.44 -0.106
C -3.67 2.86 -1.71 -0.898
C -2.91 1.85 -1.07 0.823
O -3.05 0.56 -1.18 -0.977
C -4.74 2.50 -2.74 2.614
C -5.69 1.45 -2.15 -1.395
C -4.02 1.94 -3.97 -1.023
C -5.59 3.70 -3.17 -2.425
C -1.99 6.07 -0.43 2.143
C -0.84 6.31 0.57 -2.082
C -1.60 6.68 -1.78 -1.716
C -3.24 6.76 0.12 -1.714
C -0.29 -0.20 1.94 0.512
O -0.45 -1.02 0.94 0.646
C 0.29 -0.45 3.20 -0.076
C 0.30 0.59 4.12 -0.887
C 0.93 -1.77 3.63 2.511
C 2.45 -1.56 3.70 -1.755
C 0.38 -2.21 4.99 -2.093
C 0.66 -2.91 2.66 -1.224
H 1.05 3.97 6.29 0.483
H 1.66 2.39 5.78 0.280
H 1.58 3.72 4.62 0.357
H -1.15 4.80 5.51 0.487
H -0.61 4.62 3.84 0.383
H -2.13 3.87 4.37 0.406
H -1.17 2.93 7.07 0.452
H -2.07 1.89 5.95 0.351
H -0.54 1.34 6.64 0.348
H -1.34 3.03 2.48 0.978
H -0.72 3.85 0.67 1.032
H -3.91 4.95 -1.92 0.410
H -5.14 0.57 -1.84 0.030
H -6.20 1.85 -1.28 0.354
H -6.43 1.16 -2.89 0.459
H -3.36 1.13 -3.69 -0.067
H -4.74 1.58 -4.70 0.423
H -3.41 2.72 -4.43 0.321
H -6.08 4.15 -2.32 0.428
H -4.98 4.44 -3.69 0.402
H -6.35 3.35 -3.87 0.479
H 0.09 5.87 0.22 0.377
H -0.68 7.38 0.68 0.481
H -1.09 5.90 1.54 0.330
H -0.72 6.18 -2.19 0.337
H -2.41 6.59 -2.50 0.299
H -1.36 7.74 -1.66 0.479
H -3.53 6.31 1.07 0.340
H -3.04 7.82 0.29 0.487
H -4.08 6.68 -0.56 0.291
H 0.76 0.41 5.08 0.371
H 2.72 -0.82 4.45 0.365
H 2.96 -2.50 3.95 0.463
H 2.81 -1.21 2.74 0.207
H 0.69 -1.54 5.79 0.408
H -0.70 -2.24 4.96 0.424
H 0.75 -3.21 5.23 0.460
H 1.00 -2.66 1.66 -0.495
H 1.19 -3.80 3.00 0.198
H -0.40 -3.13 2.63 0.585
N -2.74 -1.97 -0.11 0.111
C -2.09 -3.27 0.02 0.500
C -1.15 -3.48 -1.17 -0.759
N -0.32 -2.30 -1.32 0.415
H -3.20 -1.69 0.76 0.321
H -3.44 -1.99 -0.86 0.054
H -2.82 -4.10 0.06 0.638
H -1.50 -3.27 0.93 -0.767
H -1.74 -3.62 -2.09 0.256
H -0.56 -4.39 -1.00 0.481
H 0.16 -2.31 -2.22 0.476
H 0.41 -2.25 -0.60 -1.031
O 2.41 1.71 -1.22 -0.781
C 2.35 1.85 -2.56 0.518
C 3.33 2.65 -3.17 -0.724
C 3.33 2.86 -4.53 -0.384
C 2.35 2.27 -5.32 -0.798
C 1.38 1.48 -4.74 -0.793
C 1.35 1.26 -3.36 -0.125
C 0.26 0.51 -2.76 1.188
O 0.10 0.47 -1.46 -0.166
N -0.62 -0.08 -3.54 -0.942
N -1.65 -0.65 -2.86 1.198
C -2.54 -1.20 -3.62 -0.033
S -4.09 -1.77 -3.06 0.045
C -4.37 -2.81 -4.54 -0.787
C -3.94 -1.98 -5.73 -0.554
S -2.30 -1.24 -5.38 -0.029
H 1.66 1.15 -0.93 0.232
H 4.08 3.09 -2.53 0.488
H 4.09 3.49 -4.97 0.405
H 2.36 2.43 -6.39 0.425
H 0.61 1.03 -5.35 0.552
H -5.43 -3.06 -4.58 0.462
H -3.77 -3.71 -4.45 0.296
H -4.64 -1.17 -5.92 0.286
H -3.83 -2.59 -6.63 0.442
C 7.84 -3.13 -0.41 -1.421
C 6.36 -2.83 -0.34 -0.064
C 5.60 -3.77 0.61 -0.894
N 4.25 -3.29 0.85 0.343
C 3.39 -3.09 -0.19 -0.879
S 2.57 -1.64 -0.35 -0.292
N 3.18 -4.09 -1.11 0.314
C 3.44 -5.46 -1.07 0.307
O 3.51 -6.07 -2.12 -0.647
C 3.53 -6.09 0.25 -0.244
C 4.39 -7.17 0.44 -0.413
C 4.51 -7.77 1.68 -0.651
C 3.76 -7.31 2.75 -0.489
C 2.86 -6.27 2.56 -0.770
C 2.74 -5.66 1.32 0.860
H 8.32 -2.48 -1.14 0.386
H 8.02 -4.16 -0.71 0.338
H 8.31 -2.97 0.56 0.367
H 5.92 -2.91 -1.34 0.244
H 6.21 -1.80 -0.01 0.337
H 6.10 -3.82 1.57 0.550
H 5.57 -4.77 0.19 0.220
H 4.23 -2.50 1.49 0.369
H 2.88 -3.77 -2.02 0.292
H 4.97 -7.52 -0.40 0.481
H 5.20 -8.59 1.82 0.402
H 3.86 -7.76 3.72 0.420
H 2.24 -5.94 3.38 0.401
H 2.03 -4.86 1.17 0.185

---

[2]
139
Properties=species:S:1:pos:R:3:mulliken_charge:R:1 method="wB97M-V/def2-TZVPD" max_force_ev_per_a=0.86 orbital_gap_ev=7.30 charge=+2 de_lowest_kcal_mol=2.1 e_lumo_ev=-5.2 spin_multiplicity=1
Ca 1.21 -0.84 0.93 0.181
C 1.08 5.39 0.12 -1.652
C -0.25 4.87 0.54 -0.035
C -1.36 5.64 0.78 -0.253
C -2.60 5.07 1.19 0.109
N -2.75 3.78 1.36 -0.346
N -1.66 3.05 1.13 0.483
B -1.37 1.51 1.18 -1.053
N -1.70 0.94 2.57 0.753
N -3.06 1.06 2.61 -0.044
C -3.69 0.76 3.70 0.073
C -2.96 0.34 4.85 -0.678
C -1.62 0.20 4.81 0.072
C -0.84 -0.27 6.01 -1.651
C -0.94 0.47 3.57 0.823
S 0.74 0.17 3.46 -0.189
C -5.20 0.89 3.71 2.444
C -5.72 1.28 2.33 -1.935
C -5.59 1.96 4.74 -1.637
C -5.81 -0.46 4.12 -1.790
N -2.10 0.79 0.00 0.721
N -2.65 1.70 -0.83 -0.229
C -3.34 1.29 -1.85 0.144
C -3.51 -0.10 -2.09 -0.626
C -2.95 -1.02 -1.28 -0.261
C -3.10 -2.49 -1.50 -1.661
C -2.17 -0.54 -0.17 0.709
S -1.39 -1.64 0.90 -0.190
C -3.96 2.33 -2.76 2.081
C -3.39 2.15 -4.18 -1.839
C -5.48 2.12 -2.78 -1.698
C -3.65 3.74 -2.26 -1.569
C -0.48 3.50 0.75 0.486
S 0.50 2.06 0.68 0.005
C -3.80 5.97 1.45 2.127
C -3.46 6.90 2.63 -1.767
C -4.08 6.81 0.19 -1.477
C -5.03 5.14 1.79 -1.460
H 1.06 6.47 -0.01 0.429
H 1.39 4.93 -0.82 0.330
H 1.84 5.14 0.87 0.363
H -1.30 6.71 0.65 0.447
H -3.50 0.11 5.76 0.417
H -1.51 -0.40 6.86 0.418
H -0.07 0.45 6.27 0.375
H -0.33 -1.21 5.79 0.246
H -5.28 2.22 1.99 0.167
H -6.80 1.39 2.38 0.558
H -5.49 0.52 1.59 0.256
H -5.16 2.93 4.47 0.234
H -5.25 1.70 5.74 0.361
H -6.67 2.06 4.77 0.478
H -5.51 -1.26 3.43 0.351
H -6.90 -0.39 4.10 0.465
H -5.52 -0.76 5.13 0.357
H -4.10 -0.42 -2.94 0.458
H -3.72 -2.68 -2.38 0.480
H -3.57 -2.97 -0.64 0.344
H -2.13 -2.96 -1.63 0.280
H -3.61 1.17 -4.59 0.341
H -2.30 2.28 -4.18 0.380
H -3.82 2.90 -4.85 0.465
H -5.76 1.14 -3.17 0.382
H -5.95 2.87 -3.41 0.471
H -5.90 2.22 -1.77 0.255
H -2.58 3.94 -2.24 0.276
H -4.04 3.89 -1.26 -0.106
H -4.12 4.46 -2.93 0.652
H -2.61 7.55 2.41 0.340
H -3.23 6.32 3.53 0.369
H -4.32 7.53 2.84 0.479
H -3.26 7.48 -0.06 0.389
H -4.96 7.43 0.36 0.480
H -4.28 6.17 -0.67 0.161
H -4.88 4.54 2.68 0.044
H -5.31 4.47 0.98 0.168
H -5.87 5.82 1.97 0.569
S 1.46 -0.62 -1.89 -0.318
C 3.07 -0.33 -2.29 0.553
N 3.48 -0.06 -3.50 0.168
C 4.91 0.01 -3.81 -0.808
C 5.60 -1.07 -3.03 -0.661
N 5.33 -0.83 -1.60 0.046
C 6.45 -1.15 -0.68 -1.467
C 6.81 -2.61 -0.80 0.687
C 5.82 -3.58 -0.75 0.449
C 6.15 -4.92 -0.83 -0.707
C 7.48 -5.31 -0.94 -0.643
C 8.47 -4.34 -0.98 -0.683
C 8.14 -2.99 -0.91 -0.529
C 4.16 -0.40 -1.20 0.355
S 3.84 0.12 0.37 -0.355
C 2.57 0.08 -4.67 -1.642
C 2.68 -1.12 -5.58 0.720
C 2.13 -2.34 -5.22 -0.197
C 2.26 -3.44 -6.05 -0.783
C 2.95 -3.33 -7.25 -0.435
C 3.50 -2.11 -7.63 -0.705
C 3.36 -1.01 -6.79 -0.205
H 5.30 1.01 -3.56 0.307
H 5.04 -0.16 -4.88 0.457
H 6.68 -1.04 -3.17 0.593
H 5.25 -2.06 -3.32 0.296
H 6.13 -0.88 0.32 0.513
H 7.29 -0.51 -0.95 0.449
H 4.78 -3.28 -0.66 0.178
H 5.37 -5.68 -0.80 0.448
H 7.74 -6.35 -1.00 0.418
H 9.51 -4.63 -1.07 0.410
H 8.92 -2.24 -0.95 0.406
H 2.88 0.98 -5.19 0.439
H 1.57 0.22 -4.28 0.580
H 1.58 -2.43 -4.29 0.430
H 1.82 -4.39 -5.77 0.434
H 3.05 -4.19 -7.90 0.405
H 4.02 -2.01 -8.57 0.407
H 3.78 -0.05 -7.10 0.422
C 0.99 -5.19 0.03 -1.312
C 2.31 -4.90 0.74 -0.383
As 2.19 -3.29 1.82 0.558
C 3.95 -3.17 2.69 -0.277
C 4.73 -4.47 2.84 -1.076
C 0.97 -3.84 3.25 -0.246
C 1.26 -5.17 3.95 -1.239
H 1.08 -6.07 -0.60 0.447
H 0.68 -4.35 -0.61 0.164
H 0.18 -5.37 0.74 0.309
H 3.12 -4.75 0.02 -0.014
H 2.60 -5.73 1.38 0.588
H 3.77 -2.69 3.65 0.576
H 4.52 -2.45 2.09 0.053
H 4.23 -5.18 3.49 0.234
H 5.71 -4.26 3.27 0.432
H 4.90 -4.96 1.88 0.139
H -0.02 -3.85 2.79 0.288
H 0.97 -3.01 3.96 0.258
H 1.30 -6.00 3.25 0.292
H 0.46 -5.39 4.66 0.422
H 2.19 -5.14 4.50 0.255